No. 1
ORCA calculation (ωB97M-V/def2-TZVPD) on 7 unconnected molecules or ions with the total composition C6H26O7.

CARTESIAN COORDINATES (ANGSTROEM)
O (-23.437, 7.162, -10.600)
O (-19.691, 9.023, -13.220)
O (-18.319, 7.420, -9.246)
O (-21.111, 7.476, -9.013)
O (-21.195, 4.636, -4.776)
O (-21.739, 8.950, -6.634)
O (-19.940, 3.375, -10.679)
C (-21.627, 5.712, -5.586)
C (-19.755, 9.275, -11.808)
C (-17.886, 7.448, -7.898)
C (-24.702, 6.811, -10.002)
C (-24.632, 7.156, -8.539)
C (-20.701, 4.233, -9.822)
H (-20.013, 5.002, -9.487)
H (-23.811, 6.634, -8.048)
H (-18.110, 8.414, -7.420)
H (-23.450, 7.017, -11.550)
H (-22.254, 9.676, -6.271)
H (-25.499, 7.375, -10.499)
H (-21.061, 3.677, -8.954)
H (-18.754, 9.370, -11.390)
H (-22.191, 6.467, -5.036)
H (-19.275, 7.261, -9.236)
H (-20.784, 6.181, -6.111)
H (-20.270, 10.226, -11.664)
H (-24.498, 8.229, -8.417)
H (-21.870, 7.419, -9.612)
H (-21.518, 4.713, -10.362)
H (-16.807, 7.307, -7.886)
H (-20.459, 2.597, -10.896)
H (-20.314, 8.502, -11.284)
H (-21.424, 7.943, -8.228)
H (-20.743, 4.984, -4.003)
H (-25.561, 6.852, -8.054)
H (-18.876, 8.548, -13.396)
H (-22.261, 5.296, -6.368)
H (-18.360, 6.663, -7.298)
H (-24.911, 5.751, -10.177)
H (-20.898, 8.978, -6.167)

Summary:
Structure (SMILES): CCO.CO.CO.CO.CO.O.O
DFT total energy: -20974.346 eV
Total charge: 0
LUMO energy: 0.12 eV
ΔE to the lowest compared entry with this formula, charge and spin: 2.9710 eV
HOMO energy: -9.644 eV
Max |F|: 0.7 eV/A

No. 2
ORCA calculation (ωB97M-V/def2-TZVPD) on 3 unconnected molecules or ions with the total composition C6H12O3.

CARTESIAN COORDINATES (ANGSTROEM)
O (0.136, 1.771, 0.025)
O (-1.746, 0.179, 1.510)
O (-0.391, -1.582, -2.198)
C (1.768, 0.083, 0.506)
C (-2.854, 0.226, -0.665)
C (-0.110, -1.899, -1.145)
C (3.284, -0.028, 0.438)
C (1.235, 1.312, -0.152)
C (-2.272, -0.598, 0.476)
H (1.304, -0.770, -0.014)
H (-3.234, -0.427, -1.448)
H (-1.176, 0.862, 1.115)
H (-2.085, 0.874, -1.086)
H (3.753, 0.789, 0.982)
H (-3.666, 0.850, -0.299)
H (3.611, -0.965, 0.882)
H (1.929, 1.791, -0.867)
H (3.628, 0.001, -0.594)
H (-3.039, -1.233, 0.928)
H (1.405, 0.040, 1.536)
H (-1.481, -1.272, 0.069)

Summary:
DFT total energy: -12557.889 eV
Total charge: 0
LUMO energy: 0.70 eV
ΔE to the lowest compared entry with this formula, charge and spin: 1.9596 eV
HOMO energy: -9.644 eV
Max |F|: 1.7 eV/A

No. 3
ORCA calculation (ωB97M-V/def2-TZVPD) on 13 unconnected molecules or ions with the total composition C24H74O13.

CARTESIAN COORDINATES (ANGSTROEM)
O (-2.827, 3.533, -1.023)
O (-2.503, -1.751, -1.331)
O (2.455, 2.494, -2.001)
O (-4.442, 1.217, 0.184)
O (-1.796, -1.330, 2.690)
O (4.016, -2.612, -6.152)
O (2.375, 1.175, 2.601)
O (4.727, -0.455, 2.356)
O (-2.631, -3.739, 1.655)
O (-2.583, -4.895, -0.908)
O (-1.083, -0.186, 0.257)
O (4.016, 1.811, 0.502)
O (0.017, 3.455, -1.444)
C (-0.654, -1.281, 3.580)
C (-2.362, -0.088, -3.179)
C (3.056, 3.202, -3.065)
C (5.100, 1.030, -0.153)
C (1.260, -0.904, -0.110)
C (3.074, -2.506, -5.017)
C (0.726, 5.728, -1.060)
C (-3.912, 1.439, 2.598)
C (4.540, 0.077, -1.232)
C (-2.053, -1.507, -2.660)
C (3.705, -2.062, -3.769)
C (3.750, -2.622, 2.309)
C (-3.639, 4.430, -1.741)
C (-4.781, 0.805, 1.552)
C (2.243, 1.967, 3.787)
C (4.337, -1.536, 3.200)
C (0.897, 2.566, 3.864)
C (-3.717, -4.245, 2.452)
C (-4.625, 3.791, -2.782)
C (-1.321, -4.945, -1.504)
C (0.493, 4.392, -0.441)
C (-0.541, -2.363, 4.628)
C (0.218, 0.150, -0.346)
C (-4.781, -4.782, 1.524)
H (4.096, 0.720, -2.024)
H (-4.154, -3.415, 3.045)
H (-1.613, -2.641, 4.934)
H (-3.324, -4.973, 3.199)
H (2.932, 2.615, -4.032)
H (-4.798, 0.433, -0.336)
H (3.096, 2.663, 3.871)
H (0.009, 0.187, -1.450)
H (0.962, -1.946, -0.363)
H (2.780, -2.354, 1.930)
H (0.286, -1.269, 2.970)
H (0.067, -2.038, 5.462)
H (1.637, 5.783, -1.637)
H (-2.934, 5.062, -2.315)
H (-1.357, -5.551, -2.420)
H (-0.024, 6.087, -1.720)
H (2.263, -1.732, -5.287)
H (2.949, -1.765, -3.007)
H (-3.464, 0.141, -3.241)
H (-4.217, 5.042, -1.027)
H (-5.063, 4.647, -3.314)
H (4.276, -2.865, -3.235)
H (5.402, -0.559, -1.501)
H (4.138, 3.294, -2.829)
H (5.242, -1.846, 3.724)
H (2.606, -3.464, -4.791)
H (1.682, -0.825, 0.935)
H (4.358, -2.770, 1.465)
H (-2.474, -2.248, -3.357)
H (-3.341, 2.945, -0.426)
H (5.699, 0.505, 0.577)
H (4.503, -1.267, -3.974)
H (-1.110, -0.269, 1.189)
H (-4.055, 2.525, 2.576)
H (-4.315, 1.001, 3.514)
H (-4.627, -0.293, 1.662)
H (-2.131, -2.188, 2.303)
H (-2.639, -4.143, 0.771)
H (3.695, -3.480, 2.983)
H (5.647, 1.890, -0.651)
H (1.388, 3.972, 0.017)
H (-2.052, 0.797, -2.607)
H (-0.726, -0.263, 4.049)
H (-3.028, -4.107, -1.147)
H (0.661, 2.937, 4.891)
H (2.621, 4.222, -3.240)
H (3.018, 1.589, 1.929)
H (-5.464, 3.420, -2.169)
H (3.507, -2.947, -6.928)
H (0.120, 1.831, 3.526)
H (-1.986, -1.173, -0.747)
H (0.394, 1.155, 0.076)
H (3.951, 0.147, 2.350)
H (3.766, -0.586, -0.812)
H (-2.916, 1.249, 2.535)
H (-0.610, -5.505, -0.867)
H (1.512, 2.640, -2.095)
H (0.785, 6.387, -0.203)
H (2.131, -0.734, -0.755)
H (-0.970, 3.374, -1.420)
H (-4.477, -5.444, 0.728)
H (3.447, 2.148, -0.211)
H (-0.962, -1.495, -2.617)
H (0.765, 3.369, 3.159)
H (-0.096, -3.259, 4.157)
H (2.304, 1.212, 4.637)
H (-0.995, -3.962, -1.743)
H (3.575, -1.267, 3.947)
H (-5.771, 1.062, 1.870)
H (-5.130, -3.919, 0.904)
H (-4.217, 2.997, -3.383)
H (-2.008, -0.131, -4.212)
H (-5.641, -5.195, 2.135)
H (-0.335, 4.394, 0.249)

Summary:
DFT total energy: -52701.084 eV
Total charge: 0
LUMO energy: 0.60 eV
ΔE to the lowest compared entry with this formula, charge and spin: 4.8538 eV
HOMO energy: -9.596 eV
Max |F|: 3.1 eV/A

No. 4
ORCA calculation (ωB97M-V/def2-TZVPD) on 2 unconnected molecules or ions with the total composition C5H9FN.

CARTESIAN COORDINATES (ANGSTROEM)
F (1.351, 0.288, -0.011)
N (-1.001, 1.808, -0.270)
C (-2.312, -1.564, -0.265)
C (2.430, -0.368, 0.461)
C (-1.805, 0.865, 0.637)
C (3.166, -1.085, -0.382)
C (-2.024, -0.364, 0.214)
H (2.776, -1.481, -1.343)
H (-3.148, -1.928, -0.795)
H (-0.572, 1.288, -0.985)
H (2.537, 0.210, 1.397)
H (-1.579, -2.357, -0.057)
H (-0.254, 2.128, 0.279)
H (-2.150, 1.298, 1.557)
H (4.163, -1.450, -0.036)
H (-1.579, 2.713, -0.398)

Summary:
Spin multiplicity: 3
DFT total energy: -9523.747 eV
Total charge: +1
LUMO energy (spin up / spin down): -3.29 / -7.17 eV
ΔE to the lowest compared entry with this formula, charge and spin: 2.3501 eV
HOMO energy (spin up / spin down): -10.496 / -13.286 eV
Max |F|: 10.5 eV/A